[1]
DFT (ωB97M-V/def2-TZVPD) results for C34H37F6GeNO4P2Zn as an isolated structure.

As for the total charge: -2. As for the lowest unoccupied orbital energy (alpha / beta): 0.1578 / 0.1571 Eh. The value obtained for the highest occupied orbital energy (alpha / beta) is 0.28 / -0.31 eV. The energy relative to the best compared isomer or geometry (same formula, charge and spin) is 0.3521 eV.

Element x y z (Å)
F1 -6.504 1.498 -2.570
C1 5.961 2.634 -0.237
C2 5.232 -0.609 -2.878
C3 -1.696 -4.248 2.816
C4 6.996 1.515 -0.276
C5 -2.678 0.506 -3.649
H1 -0.673 -4.132 -1.743
H2 3.749 3.427 0.987
H3 7.201 3.807 1.045
C6 1.244 3.105 0.858
H4 0.266 0.397 2.967
C7 -4.170 1.759 -2.297
H5 0.942 -3.460 -2.017
F2 -1.443 0.140 -4.024
C8 2.263 2.283 0.089
H6 2.047 -1.548 -0.231
C9 2.843 -0.393 -2.500
H7 -4.398 -2.290 2.322
H8 -3.593 -4.059 3.808
C10 6.906 0.769 -1.596
C11 1.266 -1.796 0.489
H9 6.794 0.836 0.559
C12 -3.718 0.316 3.891
H10 -0.654 -1.112 3.133
C13 6.152 3.506 0.995
C14 -0.634 -0.051 3.392
C15 -5.050 0.239 -3.932
H11 0.079 -4.209 1.632
F3 -6.100 -0.346 -4.551
C16 -2.463 0.654 0.796
C17 -4.983 -0.623 0.539
C18 0.198 -3.693 -1.252
H12 -1.823 2.918 4.199
H13 6.116 3.256 -1.133
H14 -3.883 -0.761 3.909
H15 1.827 -0.676 -2.738
O1 -1.824 2.024 -2.039
H16 7.993 1.939 -0.130
F4 3.693 -1.938 -4.056
C19 -3.751 -0.089 -4.277
H17 -0.584 0.042 4.480
C20 -5.246 1.168 -2.928
H18 7.344 1.384 -2.394
H19 -3.016 3.285 2.944
O2 1.663 3.920 1.689
H20 5.906 2.955 1.904
F5 -4.428 2.665 -1.332
C21 1.968 1.215 -0.849
C22 -1.341 -2.760 0.933
H21 1.132 -0.933 1.140
P1 -0.287 -2.105 -0.440
P2 -3.239 -0.879 0.002
H22 1.580 -2.657 1.086
O3 0.010 2.948 0.569
H23 -3.472 0.640 4.907
F6 -3.546 -1.014 -5.234
C23 4.420 1.020 -1.271
C24 -0.905 -3.777 1.781
H24 -4.454 -1.747 -2.069
H25 0.624 -4.423 -0.559
C25 -3.779 -2.248 -1.372
N1 4.628 2.043 -0.323
H26 5.546 4.410 0.971
H27 -1.332 -5.034 3.469
Zn1 -0.917 1.417 -0.323
C26 3.922 -0.959 -3.127
H28 -3.188 1.427 0.491
C27 -3.408 -2.697 2.165
H29 -5.409 0.141 -0.115
C28 -2.821 1.464 -2.614
H30 7.507 -0.145 -1.554
H31 -2.884 -2.568 -1.905
C29 -2.612 -2.201 1.131
Ge1 -2.219 0.886 2.707
H32 -5.584 -1.530 0.448
H33 -5.023 -0.246 1.560
O4 0.788 0.761 -1.091
C30 3.554 2.631 0.287
C31 3.069 0.629 -1.526
C32 5.479 0.413 -1.918
H34 -4.276 -3.106 -0.903
H35 -4.647 0.811 3.596
C33 -2.057 2.796 3.137
H36 -1.283 3.272 2.535
C34 -2.957 -3.703 3.005
H37 6.045 -1.106 -3.390

---

[2]
DFT (ωB97M-V/def2-TZVPD) results for C34H37MoN7O5S2 as an isolated structure.

As for the total charge: +2. As for the lowest unoccupied orbital energy (alpha / beta): -0.2403 / -0.2361 Eh. The value obtained for the highest occupied orbital energy (alpha / beta) is -13.05 / -13.06 eV. The spin multiplicity is 3. The energy relative to the best compared isomer or geometry (same formula, charge and spin) is 1.3270 eV.

Element x y z (Å)
S1 1.506 1.816 1.429
C1 -2.039 -2.869 -1.565
H1 7.679 1.783 -0.741
H2 -2.568 -2.396 -2.393
H3 4.681 2.291 4.287
C2 -4.859 2.438 -1.373
C3 5.176 2.060 2.194
H4 -0.390 -2.659 3.917
O1 -1.376 -1.917 1.331
N1 -2.261 1.169 1.004
H5 2.635 -2.462 -3.061
H6 0.247 -2.840 6.117
C4 -0.443 -0.150 -3.359
H7 -5.741 2.786 1.165
C5 1.777 -1.809 -3.128
N2 2.424 -0.727 1.491
C6 -4.174 2.075 -0.118
H8 8.261 0.858 1.476
C7 1.320 -1.132 -1.986
C8 -4.761 2.327 1.116
C9 -3.016 3.577 -2.724
C10 5.751 2.480 -0.110
C11 -3.262 -4.905 -1.526
H9 -2.243 1.225 3.077
H10 3.939 -1.657 -1.655
H11 -1.140 -4.795 -1.141
H12 -1.257 5.237 -5.068
C12 3.416 -1.874 -0.728
H13 -1.548 -4.586 -2.844
H14 1.373 -1.628 6.014
C13 -0.383 -0.507 3.953
N3 -3.694 -4.105 -0.354
H15 -4.508 2.211 3.255
H16 4.018 -1.536 0.108
H17 -3.569 -1.969 -0.265
C14 6.407 1.437 2.375
H18 -3.271 -5.966 -1.286
C15 -2.094 -2.836 0.963
H19 -1.101 -2.343 -1.413
C16 -2.827 1.448 2.196
H20 -4.692 -3.953 -0.340
H21 3.913 3.100 0.801
C17 2.063 -1.231 -0.727
C18 -1.872 -4.365 -1.829
N4 1.572 -0.721 0.358
C19 1.145 -1.667 -4.345
C20 -2.927 -2.852 -0.316
C21 0.047 -0.820 -4.464
C22 2.438 0.431 2.040
C23 -2.784 4.235 -3.926
C24 7.302 1.334 1.323
H22 -2.446 1.207 -1.046
H23 1.517 -2.201 -5.208
H24 -1.300 0.506 -3.427
H25 6.670 1.033 3.346
C25 -4.367 3.051 -2.451
C26 0.273 -1.857 4.235
H26 -5.073 3.239 -3.252
H27 -3.929 -4.739 -2.375
C27 -4.081 2.009 2.283
O2 -2.230 -3.905 1.706
C28 -0.857 3.947 -2.138
C29 -1.505 4.720 -4.149
H28 3.301 -2.958 -0.648
C30 4.194 2.139 3.324
Mo1 -0.191 0.373 0.805
H29 -0.239 -1.226 6.102
O3 -0.280 -0.128 2.740
O4 -0.938 0.079 4.861
N5 -0.528 4.579 -3.258
H30 3.465 2.938 3.190
H31 -0.432 -0.689 -5.426
H32 -2.890 -4.458 1.191
C31 0.180 -0.325 -2.130
H33 1.237 -1.962 3.744
H34 -0.068 3.841 -1.400
C32 6.973 1.852 0.076
S2 3.308 0.553 3.562
C33 4.855 2.583 0.946
H35 -5.918 2.204 -1.394
O5 -0.394 0.297 -1.075
H36 5.502 2.909 -1.072
N6 0.437 -1.918 5.727
C34 -2.928 1.465 -0.119
H37 -3.568 4.369 -4.657
N7 -2.037 3.432 -1.820

---

[3]
DFT (ωB97M-V/def2-TZVPD) results for C34H38AsN12O4Pr as an isolated structure.

As for the total charge: 0. As for the lowest unoccupied orbital energy (alpha / beta): -0.0178 / -0.0177 Eh. The value obtained for the highest occupied orbital energy (alpha / beta) is -6.87 / -6.87 eV. The spin multiplicity is 3. The energy relative to the best compared isomer or geometry (same formula, charge and spin) is 0.0000 eV.

Element x y z (Å)
C1 -1.152 3.997 -0.156
H1 -2.020 3.347 -0.444
N1 2.837 -2.748 -1.347
C2 -5.089 1.687 2.030
N2 -0.153 -2.678 -2.751
H2 0.163 2.928 -5.702
C3 3.367 0.439 -2.853
H3 0.207 -4.797 3.739
H4 -2.121 -5.730 2.466
C4 -0.678 5.076 -0.907
H5 0.644 0.165 -4.845
C5 1.297 2.035 -4.010
N3 3.445 -4.726 -2.030
H6 -0.777 2.472 -4.320
O1 0.249 -3.911 -3.282
H7 2.309 3.636 -2.903
H8 -0.836 -3.472 -5.312
C6 2.251 -0.154 -3.482
H9 2.419 5.341 0.421
H10 0.858 -5.620 2.318
H11 4.382 2.330 -2.400
H12 2.213 -1.272 -3.464
H13 -2.045 -4.159 -4.124
H14 -2.078 -4.432 3.703
H15 -0.243 3.299 6.627
H16 1.089 -4.057 -2.759
H17 0.425 1.103 7.385
H18 0.744 -0.845 5.672
N4 3.133 -0.352 0.203
C7 4.300 -1.009 0.491
H19 -0.270 3.845 4.237
H20 -3.598 3.031 1.323
H21 -1.730 -2.918 0.737
N5 -0.784 -4.196 2.057
H22 0.611 -0.181 3.201
H23 -1.344 5.557 -1.617
C8 -3.781 2.082 1.801
C9 0.902 3.993 1.142
H24 -3.212 0.466 -3.322
C10 -1.670 -3.227 -4.596
H25 1.534 3.604 1.913
C11 -0.744 -3.246 1.162
O2 -1.364 0.895 -1.955
H26 -4.478 -1.207 3.708
C12 -0.064 2.518 5.880
H27 4.123 -0.192 -2.372
H28 -6.398 0.192 2.968
C13 2.347 2.598 -3.212
H29 -2.196 -0.565 3.204
C14 0.272 1.243 6.320
H30 -3.676 -1.179 -3.939
C15 -3.026 0.033 2.814
C16 0.436 0.188 5.388
C17 -0.118 1.771 3.576
N6 -1.002 -0.293 -2.243
C18 1.290 0.652 -4.163
C19 -2.910 -0.387 -3.910
N7 5.238 -0.207 0.938
H31 1.243 -3.891 2.611
C20 0.308 0.475 3.998
N8 3.483 0.951 0.439
C21 -5.414 0.487 2.703
Pr1 0.889 -0.847 -0.591
H32 0.309 3.916 -4.201
N9 2.554 -3.763 -2.156
O3 0.350 -2.697 0.796
C22 -0.175 2.791 4.546
C23 1.373 5.008 0.315
N10 4.451 -2.407 0.392
H33 -2.579 -0.145 -4.899
C24 -2.741 1.240 2.164
H34 0.961 6.521 -1.163
N11 4.292 -4.394 -1.069
H35 -2.536 -2.778 -5.132
O4 0.211 0.723 1.063
C25 -0.374 3.474 0.902
H36 5.394 -2.678 0.680
C26 0.219 2.884 -4.595
C27 -1.695 -1.004 -3.137
As1 -0.850 1.808 1.827
C28 3.904 -3.171 -0.648
C29 -4.351 -0.317 3.101
N12 4.665 1.004 0.928
H37 -2.856 -4.137 2.115
C30 0.445 -4.649 2.699
C31 3.445 1.825 -2.805
C32 -2.034 -4.655 2.614
C33 -1.161 -2.292 -3.532
H38 -5.858 2.355 1.708
C34 0.602 5.599 -0.676

---

[4]
DFT (ωB97M-V/def2-TZVPD) results for C34H38B2F4LuN8O3S2 as an isolated structure.

As for the total charge: -1. As for the lowest unoccupied orbital energy: 0.0646 Eh. The value obtained for the highest occupied orbital energy is -5.17 eV. The energy relative to the best compared isomer or geometry (same formula, charge and spin) is 1.2036 eV.

Element x y z (Å)
S1 -2.003 -3.207 0.809
F1 -5.118 -2.223 1.733
C1 0.210 2.936 3.071
F2 -5.782 -0.043 1.858
H1 -4.347 5.990 -0.849
H2 2.358 -2.732 2.656
C2 -3.068 -3.461 -0.525
B1 -4.721 -0.900 1.595
C3 2.031 -1.476 -0.198
H3 1.517 1.883 0.186
O1 0.010 -0.268 -0.144
C4 -0.792 1.909 -1.669
H4 -1.604 6.283 0.882
H5 -4.102 3.108 -1.930
C5 0.926 1.844 3.479
N1 -2.560 -1.616 -1.612
H6 3.940 1.880 -0.153
N2 -3.769 -4.645 -0.424
H7 0.286 -2.421 0.292
C6 -4.199 4.223 -1.987
H8 1.822 5.268 4.924
O2 2.398 -4.065 -2.531
H9 -0.877 4.961 -1.819
C7 0.436 4.210 3.609
B2 1.515 -2.778 3.508
C8 -0.615 5.418 -0.847
C9 3.459 -1.469 -0.300
H10 0.612 0.865 3.121
H11 3.909 -2.506 -0.424
H12 -0.206 5.028 3.277
H13 4.681 -6.959 1.186
H14 2.638 1.129 4.614
H15 -5.112 4.524 -2.475
C10 -0.826 2.680 1.985
H16 0.709 3.096 -2.690
H17 0.990 -3.855 3.710
H18 -2.443 6.676 -0.604
H19 3.793 -3.645 -3.989
C11 1.255 -0.267 -0.007
S2 -3.679 2.361 0.660
H20 -3.377 4.596 -2.655
H21 4.560 -5.799 -3.007
C12 4.329 -6.322 0.401
H22 5.210 -0.216 -0.542
H23 2.959 -5.153 1.664
C13 0.380 -1.872 2.930
H24 -0.131 4.644 -0.242
N3 -3.226 -2.785 -1.592
C14 2.790 -3.998 -3.907
C15 2.271 3.224 4.879
F3 -4.157 -0.670 0.235
C16 -4.123 4.928 -0.656
H25 -4.899 4.561 -0.015
N4 -1.398 3.701 1.443
N5 1.604 -3.921 0.060
C17 3.406 0.905 -0.118
C18 1.515 4.317 4.502
H26 2.734 -4.969 -4.396
C19 1.289 -2.631 -0.011
C20 3.381 -5.360 0.700
N6 -1.657 0.856 -1.681
H27 0.332 1.766 -4.879
C21 -0.014 2.257 -2.775
H28 -4.059 -4.889 0.509
C22 4.228 -5.642 -1.975
C23 -1.891 5.872 -0.136
C24 -1.183 0.599 -4.000
C25 -0.221 1.588 -3.996
N7 -2.835 4.811 0.011
C26 -2.622 -1.003 -2.706
H29 2.077 -3.317 -4.339
H30 3.173 3.456 5.487
C27 1.994 1.972 4.329
C28 -1.845 0.208 -2.812
C29 -2.567 3.675 0.710
C30 2.055 0.934 0.076
H31 1.964 -2.309 4.549
H32 -3.118 -1.449 -3.565
H33 -4.573 -4.651 -1.075
N8 -0.579 -1.364 2.492
H34 -0.726 2.425 -0.747
H35 0.120 6.248 -0.881
C31 4.725 -6.454 -0.966
C32 2.769 -4.630 -0.309
H36 -1.379 0.139 -4.956
C33 3.149 -4.761 -1.667
C34 4.125 -0.270 -0.313
H37 5.510 -7.122 -1.262
H38 0.858 -4.488 0.425
Lu1 -1.971 -0.286 0.743
O3 -1.051 1.454 1.696
F4 -3.582 -0.542 2.358

---

[5]
DFT (ωB97M-V/def2-TZVPD) results for C34H38B2MgO7PS as an isolated structure.

As for the total charge: -1. As for the lowest unoccupied orbital energy: 0.0890 Eh. The value obtained for the highest occupied orbital energy is -4.03 eV. The energy relative to the best compared isomer or geometry (same formula, charge and spin) is 0.0000 eV.

Element x y z (Å)
O1 -0.532 -2.186 -0.059
H1 -0.750 -4.444 4.272
C1 1.279 -4.993 3.690
S1 -3.453 0.474 -3.394
H2 1.846 -4.983 5.787
H3 3.338 4.040 -5.533
O2 -2.053 0.231 -3.828
H4 4.245 0.051 -4.567
C2 -5.731 0.588 1.308
H5 2.674 -0.763 -4.673
H6 3.786 -2.423 0.669
H7 1.393 -3.390 5.154
H8 -2.567 0.007 2.558
H9 2.908 4.755 -3.968
H10 -4.146 1.861 1.977
C3 0.716 -0.193 3.359
P1 -1.930 1.553 0.009
C4 -2.837 5.928 1.142
H11 -6.390 0.854 2.125
H12 -0.761 -3.920 2.072
H13 3.566 1.634 -6.548
H14 0.838 1.524 0.443
H15 -3.804 5.994 -0.776
H16 2.153 0.572 -6.634
C5 -0.169 -5.339 4.039
C6 1.911 -4.323 4.918
O3 -3.686 1.844 -2.951
H17 -1.296 3.207 2.443
C7 -2.971 4.065 -0.377
C8 1.250 0.500 2.283
C9 -6.150 -0.303 0.324
C10 -1.847 3.817 1.737
C11 2.542 1.489 -6.191
H18 1.961 -6.983 4.243
H19 -3.287 3.640 -1.324
C12 -0.971 0.867 1.404
C13 -3.596 0.821 0.185
C14 3.005 2.619 -3.909
H20 3.168 -0.025 -3.152
O4 -3.214 -0.379 -1.831
H21 -1.080 -0.922 4.281
H22 -1.793 5.562 2.981
C15 -1.498 0.167 2.484
H23 5.118 2.500 -4.372
C16 -4.466 1.144 1.229
C17 2.632 -3.617 2.060
C18 0.413 1.021 1.307
H24 -3.056 6.962 1.378
B1 0.128 -1.307 -0.964
Mg1 -0.661 0.458 -2.281
C19 -0.658 -0.362 3.455
C20 2.711 3.924 -4.645
C21 -4.035 -0.066 -0.804
C22 -5.312 -0.627 -0.725
C23 0.415 -2.769 0.724
H25 2.323 0.608 2.182
H26 -0.188 -5.990 4.916
C24 -2.270 3.268 0.532
H27 4.719 3.488 -2.957
H28 3.076 -6.119 3.176
H29 1.663 3.968 -4.942
C25 2.803 -2.760 0.975
H30 -7.139 -0.742 0.377
H31 3.515 -3.950 2.593
C26 -3.258 5.384 -0.067
H32 4.660 1.726 -2.841
H33 1.588 -6.799 2.519
C27 1.668 -2.340 0.315
H34 1.372 -0.628 4.104
O5 2.191 2.601 -2.721
O6 1.139 1.286 -4.240
B2 1.020 1.875 -2.957
C28 0.240 -3.626 1.790
O7 1.533 -1.474 -0.721
C29 2.506 1.369 -4.676
C30 4.466 2.574 -3.497
H35 -0.666 -5.864 3.221
H36 -5.619 -1.313 -1.504
H37 1.928 2.319 -6.535
C31 1.375 -4.058 2.482
C32 2.023 -6.302 3.389
C33 -2.130 5.144 2.040
H38 2.963 -4.088 4.750
C34 3.204 0.084 -4.237